# 1
ORCA calculation (the ωB97M-V functional and the def2-TZVPD basis) on a structure of composition C27H30AsINO2PSn.

Cartesian coordinates (Å):
Sn  1.19  0.39  -2.20
I  -1.32  -1.51  -2.94
C  -3.17  -0.92  -2.15
C  -4.20  -1.29  -2.98
C  -5.54  -1.09  -2.60
C  -5.80  -0.56  -1.38
C  -4.75  -0.17  -0.51
C  -5.12  0.32  0.77
C  -4.17  0.70  1.67
C  -2.83  0.64  1.29
C  -2.40  0.20  0.06
P  -0.59  0.48  -0.09
C  0.13  -0.58  1.19
C  1.42  -0.34  1.66
C  1.99  -1.19  2.60
C  1.29  -2.29  3.06
C  0.01  -2.55  2.59
C  -0.57  -1.70  1.65
C  -0.44  2.21  0.45
C  -0.77  3.18  -0.50
C  -0.79  4.52  -0.17
C  -0.48  4.91  1.13
C  -0.12  3.96  2.08
C  -0.11  2.61  1.74
C  -3.37  -0.29  -0.88
H  -3.98  -1.75  -3.93
H  -6.33  -1.38  -3.27
H  -6.82  -0.42  -1.04
H  -6.17  0.39  1.01
H  -4.44  1.06  2.65
H  -2.10  1.00  2.01
H  1.98  0.52  1.31
H  2.98  -0.97  2.99
H  1.73  -2.94  3.81
H  -0.55  -3.40  2.95
H  -1.57  -1.89  1.30
H  -1.04  2.88  -1.51
H  -1.07  5.26  -0.91
H  -0.51  5.96  1.40
H  0.12  4.26  3.09
H  0.14  1.88  2.50
C  2.96  3.97  -0.20
C  3.21  2.50  -0.27
N  4.24  1.99  0.39
O  2.46  1.75  -0.94
H  3.65  4.48  0.46
H  1.93  4.13  0.12
H  3.06  4.38  -1.21
H  4.88  2.59  0.89
H  4.45  1.01  0.31
C  4.08  -3.07  -0.31
As  2.51  -2.89  -1.37
C  1.13  -4.01  -0.69
C  2.89  -3.36  -3.18
O  2.03  -1.27  -1.29
H  4.44  -4.10  -0.37
H  3.82  -2.82  0.72
H  4.84  -2.39  -0.68
H  1.44  -5.05  -0.76
H  0.22  -3.84  -1.26
H  0.96  -3.74  0.36
H  3.27  -4.38  -3.22
H  3.64  -2.68  -3.58
H  1.98  -3.30  -3.77

As for the charge: +2. Its spin multiplicity is 1. The value obtained for the HOMO-LUMO gap is 8.040 eV. The calculation puts the relative energy (zero: lowest compared OMol25 entry of this formula, charge and spin) at 0.051 eV.

=====

# 2
ORCA calculation (the ωB97M-V functional and the def2-TZVPD basis) on a structure of composition C27H30BrN5RuS2.

Cartesian coordinates (Å):
Ru  0.25  0.15  0.16
C  -0.71  -0.65  -2.78
N  0.51  0.04  -2.34
C  0.57  1.40  -2.90
C  -0.14  2.43  -2.04
N  0.43  2.49  -0.69
C  1.82  2.97  -0.73
C  -0.30  3.28  0.25
C  -1.21  4.26  -0.12
C  -1.81  5.06  0.84
C  -1.52  4.88  2.19
C  -0.65  3.89  2.58
C  -0.03  3.08  1.62
S  1.08  1.84  2.15
C  1.70  -0.68  -2.73
C  1.91  -1.08  -4.04
C  3.08  -1.71  -4.42
C  4.08  -1.94  -3.49
C  3.89  -1.55  -2.18
C  2.72  -0.92  -1.78
S  2.62  -0.44  -0.10
H  -0.84  -0.59  -3.87
H  -1.59  -0.18  -2.31
H  -0.67  -1.70  -2.50
H  0.12  1.42  -3.91
H  1.62  1.68  -3.01
H  -1.21  2.18  -1.95
H  -0.05  3.40  -2.55
H  1.90  3.88  -1.33
H  2.49  2.21  -1.13
H  2.16  3.19  0.28
H  -1.43  4.44  -1.16
H  -2.50  5.83  0.53
H  -1.97  5.53  2.92
H  -0.43  3.72  3.62
H  1.15  -0.88  -4.79
H  3.22  -1.99  -5.45
H  5.00  -2.42  -3.78
H  4.65  -1.72  -1.43
C  0.08  -0.63  5.82
C  -0.73  -0.30  4.62
C  -1.90  0.45  4.69
C  -2.56  0.82  3.53
C  -1.99  0.43  2.34
Br  -2.69  0.93  0.62
N  -0.91  -0.33  2.24
C  -0.30  -0.70  3.35
H  -0.50  -0.56  6.74
H  0.91  0.08  5.88
H  0.51  -1.63  5.74
H  -2.29  0.75  5.65
H  -3.48  1.40  3.56
H  0.59  -1.30  3.23
N  -1.71  -6.09  -0.91
C  -1.33  -4.84  -0.59
C  -0.04  -4.36  -0.89
C  0.29  -3.06  -0.57
N  -0.56  -2.19  0.00
C  -1.78  -2.65  0.29
C  -2.20  -3.93  0.03
H  -1.05  -6.73  -1.33
H  -2.60  -6.45  -0.61
H  0.69  -5.00  -1.37
H  1.29  -2.70  -0.77
H  -2.46  -1.95  0.76
H  -3.20  -4.23  0.30

As for the charge: +1. As for the expectation value of S²: 1.01. Its spin multiplicity is 2. The value obtained for the HOMO-LUMO gap (spin up / spin down) is 6.227 / 6.263 eV. The calculation puts the relative energy (zero: lowest compared OMol25 entry of this formula, charge and spin) at 0.000 eV.

=====

# 3
ORCA calculation (the ωB97M-V functional and the def2-TZVPD basis) on a structure of composition C27H30Cl4IrN3O3Si.

Cartesian coordinates (Å):
Ir  2.45  16.38  12.43
C  4.02  15.23  11.90
Si  4.06  13.73  12.99
C  2.21  13.72  13.72
N  1.79  15.08  14.17
C  2.41  15.41  15.52
C  1.60  14.93  16.74
C  0.65  13.75  16.47
C  -0.23  14.16  15.27
C  0.34  15.24  14.35
C  4.23  11.97  12.32
C  3.13  11.37  11.71
C  3.18  10.05  11.26
C  4.32  9.28  11.49
C  5.40  9.86  12.11
C  5.34  11.19  12.51
C  5.28  13.85  14.45
C  6.49  14.54  14.31
C  7.46  14.53  15.30
C  7.28  13.73  16.42
C  6.12  12.90  16.53
C  5.12  12.98  15.55
H  4.03  15.01  10.82
H  4.94  15.79  12.08
H  2.08  12.96  14.46
H  1.57  13.40  12.85
H  2.47  16.48  15.52
H  3.44  15.02  15.60
H  0.99  15.72  17.13
H  2.21  14.68  17.59
H  0.01  13.65  17.33
H  1.22  12.83  16.30
H  -1.25  14.50  15.61
H  -0.39  13.32  14.59
H  0.22  16.24  14.72
H  -0.13  15.09  13.38
H  2.25  11.96  11.45
H  2.29  9.69  10.71
H  4.38  8.27  11.15
H  6.32  9.30  12.24
H  6.18  11.67  13.07
H  6.60  15.12  13.41
H  8.35  15.12  15.18
H  7.97  13.73  17.23
H  6.05  12.32  17.40
H  4.31  12.33  15.69
Cl  3.22  23.04  14.44
C  3.47  21.34  14.44
C  4.65  20.73  14.89
Cl  5.99  21.72  15.33
C  4.86  19.35  14.86
Cl  6.41  18.75  15.35
C  3.94  18.50  14.21
O  4.00  17.24  14.15
C  2.74  19.15  13.65
O  1.88  18.43  13.10
C  2.53  20.53  13.85
Cl  1.05  21.20  13.22
C  -1.79  19.03  9.46
N  -1.03  17.87  9.84
C  -0.41  17.66  11.03
N  -0.59  18.69  11.95
O  0.22  16.64  11.25
H  -2.46  18.77  8.67
H  -1.16  19.90  9.23
H  -2.40  19.34  10.30
H  -0.77  17.21  9.15
H  -0.66  19.63  11.58
H  0.11  18.57  12.70

As for the expectation value of S²: 6.03. Its spin multiplicity is 5. The value obtained for the HOMO-LUMO gap (spin up / spin down) is 7.383 / 6.160 eV.

=====

# 4
ORCA calculation (the ωB97M-V functional and the def2-TZVPD basis) on a structure of composition C27H30F5N5O5SSeTeW.

Cartesian coordinates (Å):
W  -0.66  0.46  0.51
C  2.59  1.04  -3.04
C  2.85  2.26  -2.15
C  2.14  2.30  -0.77
N  1.63  1.01  -0.32
C  2.53  0.08  -0.18
C  3.94  0.34  -0.16
C  5.00  -0.47  -0.47
C  5.02  -1.82  -0.84
C  3.94  -2.68  -0.74
C  2.67  -2.45  -0.23
C  2.04  -1.25  0.19
N  0.95  -1.21  0.91
C  0.73  -2.35  1.81
C  -0.39  -3.31  1.43
C  -1.65  -2.51  1.11
N  -1.31  -1.62  0.00
C  -1.31  -2.12  -1.21
C  -1.64  -3.48  -1.49
C  -1.98  -4.10  -2.68
C  -2.09  -3.59  -3.96
C  -1.75  -2.30  -4.33
C  -1.19  -1.27  -3.60
C  -0.82  -1.18  -2.23
N  -0.13  -0.19  -1.72
C  0.05  0.99  -2.58
C  1.18  0.96  -3.61
H  3.30  1.06  -3.87
H  2.81  0.12  -2.50
H  3.93  2.36  -2.02
H  2.52  3.15  -2.70
H  2.80  2.72  -0.01
H  1.30  2.98  -0.80
H  4.19  1.36  0.10
H  5.97  0.02  -0.44
H  5.96  -2.23  -1.19
H  4.12  -3.70  -1.05
H  2.03  -3.32  -0.18
H  1.67  -2.89  1.91
H  0.51  -1.94  2.79
H  -0.10  -3.92  0.57
H  -0.57  -3.99  2.27
H  -2.50  -3.14  0.84
H  -1.95  -1.91  1.96
H  -1.68  -4.13  -0.64
H  -2.24  -5.15  -2.56
H  -2.45  -4.25  -4.74
H  -1.92  -2.05  -5.37
H  -0.98  -0.38  -4.18
H  -0.90  1.19  -3.09
H  0.19  1.85  -1.93
H  1.10  0.06  -4.23
H  1.01  1.82  -4.26
O  1.40  -0.06  3.67
S  0.29  0.72  3.17
O  -0.34  1.56  4.15
O  -0.76  -0.21  2.50
O  0.67  1.46  1.90
Se  -0.78  3.64  -0.05
C  -0.49  4.33  -1.82
C  0.57  5.18  -2.14
C  0.72  5.65  -3.44
N  -0.10  5.35  -4.44
C  -1.12  4.54  -4.14
C  -1.35  4.02  -2.88
H  1.29  5.46  -1.38
H  1.55  6.31  -3.68
H  -1.79  4.29  -4.95
H  -2.21  3.38  -2.71
F  -5.55  1.25  0.83
Te  -3.78  1.48  -0.10
F  -3.03  -0.14  1.08
F  -1.69  1.74  1.50
F  -4.22  2.37  -1.79
F  -4.43  0.00  -1.05
O  -1.95  0.86  -0.78

As for the charge: -2. Its spin multiplicity is 1. The value obtained for the HOMO-LUMO gap (spin up / spin down) is 6.217 / 6.215 eV. The calculation puts the relative energy (zero: lowest compared OMol25 entry of this formula, charge and spin) at 3.315 eV.

=====

# 5
ORCA calculation (the ωB97M-V functional and the def2-TZVPD basis) on an isolated molecule of C27H30N4O4.

Cartesian coordinates (Å):
C  -0.46  -4.24  1.42
C  -0.45  -2.95  0.66
C  0.22  -1.85  1.18
C  0.22  -0.64  0.50
C  -0.44  -0.52  -0.72
C  -1.09  -1.62  -1.24
C  -1.10  -2.82  -0.56
H  -1.62  -3.67  -0.98
H  -1.59  -1.54  -2.20
H  -0.43  0.42  -1.25
N  0.96  0.47  1.00
C  0.59  1.26  2.02
O  1.23  2.26  2.33
C  -0.66  0.88  2.80
C  -1.82  1.80  2.39
C  -2.39  1.41  1.04
O  -2.24  2.08  0.04
N  -3.09  0.24  1.09
C  -3.70  -0.46  0.06
N  -4.12  -1.66  0.43
C  -4.73  -2.42  -0.46
C  -4.95  -2.03  -1.77
C  -4.52  -0.77  -2.15
C  -3.88  0.04  -1.23
H  -3.52  1.03  -1.48
H  -4.67  -0.41  -3.16
H  -5.44  -2.69  -2.47
H  -5.05  -3.39  -0.10
H  -3.12  -0.26  1.96
H  -2.62  1.74  3.14
H  -1.46  2.83  2.34
H  -0.92  -0.17  2.65
H  -0.43  1.05  3.85
C  2.23  0.76  0.30
C  2.93  -0.54  -0.02
C  2.67  -1.26  -1.17
C  3.29  -2.48  -1.39
C  4.17  -3.00  -0.44
C  4.43  -2.28  0.72
C  3.81  -1.06  0.92
H  4.02  -0.50  1.82
H  5.11  -2.68  1.44
O  4.78  -4.20  -0.61
H  4.53  -4.58  -1.46
H  3.09  -3.04  -2.29
H  2.00  -0.87  -1.92
H  2.83  1.32  1.02
C  1.95  1.71  -0.88
O  2.00  1.39  -2.05
N  1.62  2.93  -0.45
H  1.58  3.11  0.55
C  1.21  4.02  -1.33
C  2.31  5.09  -1.37
H  3.24  4.66  -1.72
H  2.47  5.50  -0.37
H  2.02  5.89  -2.04
C  -0.11  4.59  -0.84
H  0.02  5.05  0.14
H  -0.47  5.35  -1.53
H  -0.86  3.81  -0.76
H  1.10  3.58  -2.32
H  0.76  -1.93  2.11
H  -1.21  -4.20  2.21
H  -0.71  -5.07  0.76
H  0.51  -4.43  1.87

Its spin multiplicity is 1. The value obtained for the HOMO-LUMO gap is 9.075 eV. The calculation puts the relative energy (zero: lowest compared OMol25 entry of this formula, charge and spin) at 0.121 eV.

=====

# 6
ORCA calculation (the ωB97M-V functional and the def2-TZVPD basis) on a structure of composition C27H30N9O9ReS.

Cartesian coordinates (Å):
Re  1.20  -0.70  -1.00
N  -0.84  -3.91  -3.00
C  0.10  -3.08  -2.46
S  -0.18  -1.34  -2.69
N  1.12  -3.60  -1.86
N  1.96  -2.63  -1.33
C  3.16  -2.99  -1.09
C  4.20  -2.03  -0.78
C  5.40  -2.47  -0.21
C  6.45  -1.59  0.01
C  6.32  -0.26  -0.40
C  5.15  0.18  -0.99
C  4.07  -0.68  -1.14
O  2.94  -0.19  -1.66
H  -1.48  -3.53  -3.67
H  -0.60  -4.89  -3.06
H  3.41  -4.04  -1.22
H  5.49  -3.51  0.08
H  7.35  -1.93  0.49
H  7.14  0.43  -0.25
H  5.03  1.21  -1.31
O  1.39  -3.33  4.46
C  1.19  -2.53  3.59
C  2.16  -1.41  3.13
O  3.06  -0.94  3.77
C  1.70  -1.11  1.77
C  0.49  -1.73  1.51
O  0.00  -1.58  0.30
C  -0.01  -2.51  2.62
O  -1.09  -3.03  2.80
O  2.25  -0.45  0.83
C  -2.02  4.06  0.04
C  -0.94  3.95  1.12
C  0.42  3.45  0.60
C  1.50  3.70  1.66
C  2.86  3.13  1.28
C  0.76  4.24  -0.64
O  0.96  5.44  -0.63
N  0.80  3.53  -1.81
C  0.82  2.14  -1.94
O  1.02  1.68  -3.05
N  0.62  1.37  -0.83
C  0.33  1.94  0.38
O  0.01  1.25  1.34
H  -3.00  4.22  0.48
H  -2.08  3.14  -0.55
H  -1.81  4.88  -0.65
H  -1.25  3.25  1.89
H  -0.79  4.93  1.58
H  1.15  3.24  2.59
H  1.57  4.78  1.81
H  2.82  2.05  1.13
H  3.59  3.31  2.08
H  3.24  3.59  0.37
H  1.02  4.04  -2.65
C  -2.86  0.11  0.25
N  -2.70  -1.08  -0.59
C  -3.60  -0.97  -1.72
N  -5.01  -0.85  -1.31
C  -5.12  0.33  -0.44
N  -4.24  0.26  0.72
C  -4.59  -0.96  1.47
N  -4.47  -2.17  0.66
C  -3.07  -2.25  0.19
C  -5.33  -2.03  -0.50
H  -2.59  0.99  -0.34
H  -2.18  0.04  1.10
H  -3.49  -1.85  -2.36
H  -3.34  -0.08  -2.30
H  -6.16  0.41  -0.10
H  -4.87  1.22  -1.02
H  -5.62  -0.87  1.83
H  -3.92  -1.04  2.33
H  -2.96  -3.14  -0.44
H  -2.41  -2.35  1.05
H  -6.37  -1.96  -0.17
H  -5.22  -2.92  -1.13

As for the charge: -1. As for the expectation value of S²: 0.76. Its spin multiplicity is 2. The value obtained for the HOMO-LUMO gap (spin up / spin down) is 6.501 / 6.937 eV. The calculation puts the relative energy (zero: lowest compared OMol25 entry of this formula, charge and spin) at 0.000 eV.

=====

# 7
ORCA calculation (the ωB97M-V functional and the def2-TZVPD basis) on a structure of composition C27H31AsCuN6O2.

Cartesian coordinates (Å):
Cu  10.85  11.18  10.35
N  12.82  11.00  9.74
C  13.29  12.34  9.19
C  14.21  12.98  10.23
C  14.48  14.48  10.08
C  15.41  14.96  8.98
N  14.58  15.03  7.77
C  14.77  15.79  6.69
N  13.74  15.88  5.82
N  15.94  16.41  6.48
C  12.05  13.14  8.89
O  12.13  14.07  8.05
O  10.96  12.80  9.41
H  13.44  10.69  10.54
H  13.04  10.24  9.06
H  13.82  12.15  8.26
H  15.15  12.46  10.20
H  13.83  12.77  11.24
H  14.97  14.73  11.05
H  13.58  15.06  10.15
H  16.17  14.21  8.77
H  15.86  15.93  9.21
H  13.68  14.58  7.77
H  12.81  15.59  6.10
H  13.70  16.49  5.04
H  16.81  16.07  6.88
H  16.09  17.07  5.75
N  6.76  11.89  10.63
C  6.83  11.09  11.75
C  8.13  10.76  11.87
N  8.84  11.34  10.84
C  8.01  12.01  10.10
H  5.93  12.35  10.24
H  5.92  10.98  12.34
H  8.58  10.24  12.66
H  8.30  12.53  9.19
C  15.09  7.68  10.45
C  14.45  8.14  11.62
C  13.11  8.33  11.64
C  12.34  8.00  10.54
C  12.93  7.44  9.42
C  14.32  7.34  9.34
As  10.52  8.62  10.55
C  9.50  8.12  8.95
C  9.59  8.62  7.65
C  8.60  8.27  6.76
C  7.62  7.34  7.15
C  7.52  6.84  8.45
C  8.45  7.30  9.37
C  8.46  6.94  10.83
C  7.47  6.23  11.45
C  7.36  6.21  12.82
C  8.32  6.79  13.67
C  9.28  7.62  13.06
C  9.36  7.62  11.67
H  16.15  7.50  10.50
H  15.03  8.33  12.49
H  12.66  8.79  12.53
H  12.25  7.13  8.63
H  14.86  6.92  8.48
H  10.40  9.27  7.42
H  8.52  8.71  5.80
H  6.87  7.13  6.41
H  6.77  6.17  8.70
H  6.72  5.70  10.87
H  6.63  5.57  13.29
H  8.29  6.79  14.73
H  10.04  8.04  13.73

As for the charge: +2. As for the expectation value of S²: 0.75. Its spin multiplicity is 2. The value obtained for the HOMO-LUMO gap (spin up / spin down) is 8.674 / 6.854 eV.

=====

Number 1: energy -4340.7889 hartree. Number 2: energy -4785.7012 hartree. Number 3: energy -3671.3557 hartree. Number 4: energy -5331.0120 hartree. Number 5: energy -1566.9538 hartree. Number 6: energy -2693.5276 hartree. Number 7: energy -5402.3145 hartree.